1.
{
  "formula": "C7H14N2",
  "method": "ωB97M-V/def2-TZVPD",
  "elements": ["C", "C", "C", "N", "C", "N", "H", "H", "H", "H", "H", "H", "C", "C", "C", "H", "H", "H", "H", "H", "H", "H", "H"],
  "coordinates": [[1.414840, -2.633686, -1.379881], [0.177977, -1.821688, -1.539227], [-0.044349, -0.550975, -1.957334], [-1.397823, -0.369391, -2.001703], [-1.955359, -1.524930, -1.554803], [-1.045045, -2.416498, -1.281058], [1.174259, -3.656891, -1.663603], [1.698576, -2.682207, -0.325413], [2.267638, -2.307052, -1.967526], [0.616384, 0.248936, -2.259537], [-1.817226, 0.518268, -2.211947], [-3.007734, -1.758743, -1.538859], [-0.059453, 2.972255, 2.091638], [0.118312, 1.455686, 2.336191], [0.458972, 0.715908, 1.066643], [-0.487500, 3.150738, 1.104546], [0.901866, 3.469760, 2.176005], [-0.785064, 3.400481, 2.792152], [0.956306, 1.376724, 3.039517], [-0.755243, 1.090742, 2.869530], [1.337742, 1.137402, 0.576092], [0.645354, -0.355376, 1.201207], [-0.413428, 0.540544, 0.427380]],
  "forces_ev_per_a": [[-0.06, -0.24, 0.39], [-0.39, -0.31, -0.04], [0.77, 0.46, -0.49], [-0.12, 0.12, 0.24], [-0.17, -0.35, -0.16], [0.21, -0.06, -0.03], [0.05, -0.04, -0.10], [0.14, 0.08, -0.04], [-0.03, 0.24, -0.03], [0.03, -0.18, 0.07], [-0.33, -0.17, 0.00], [-0.08, 0.42, 0.08], [-0.57, -0.48, 0.00], [0.53, 0.96, 0.48], [-0.59, -1.48, 0.01], [0.15, 0.05, -0.14], [-0.04, 0.28, -0.09], [0.39, 0.06, 0.09], [-0.15, -0.26, 0.01], [-0.13, -0.39, -0.25], [-0.34, 0.08, -0.30], [0.63, 0.08, 0.65], [0.11, 1.13, -0.37]],
  "nbo_charge": [-0.6355, 0.0833, -0.1129, -0.5287, 0.1588, -0.4602, 0.2312, 0.2187, 0.2162, 0.2147, 0.4172, 0.1994, -0.6046, -0.4026, -0.6232, 0.1959, 0.2031, 0.2067, 0.1925, 0.1996, 0.2048, 0.2171, 0.2085],
  "lumo_ev": 0.843,
  "orbital_gap_ev": 9.5,
  "e_homo_ev": -8.62,
  "e_above_lowest_kcal_mol": 7.5
}

2.
{
  "formula": "C2H6O2",
  "method": "ωB97M-V/def2-TZVPD",
  "elements": ["C", "C", "H", "H", "H", "H", "O", "O", "H", "H"],
  "coordinates": [[1.011517, -1.703328, 0.017111], [2.057605, -1.496952, -0.770895], [0.042818, -2.023867, -0.399827], [1.103252, -1.861830, 1.042836], [1.947137, -1.688923, -1.812449], [3.114384, -1.287708, -0.536522], [-1.464211, 1.706438, 0.986872], [-1.358916, 1.233496, -0.274084], [-0.621184, 2.287526, 0.893197], [-1.416118, 0.257015, -0.366837]],
  "forces_ev_per_a": [[-0.05, -0.82, -1.40], [0.49, -0.29, -0.14], [0.55, 0.33, 0.03], [0.11, 0.48, 1.75], [-0.31, 0.37, -0.87], [-0.82, -0.08, 0.63], [2.51, 1.98, 2.18], [-0.40, -1.49, -4.77], [-2.15, -1.16, 1.28], [0.06, 0.68, 1.32]],
  "nbo_charge": [-0.3942, -0.3693, 0.1855, 0.1920, 0.1849, 0.1992, -0.4291, -0.4875, 0.4615, 0.4570],
  "lumo_ev": 1.020,
  "orbital_gap_ev": 10.9,
  "e_homo_ev": -9.86,
  "e_above_lowest_kcal_mol": 105.7
}

3.
{
  "formula": "C5H14N2O",
  "method": "ωB97M-V/def2-TZVPD",
  "elements": ["H", "N", "C", "C", "N", "C", "H", "H", "H", "H", "H", "H", "H", "C", "C", "O", "H", "H", "H", "H", "H", "H"],
  "coordinates": [[1.510576, -2.138758, 1.034353], [0.874458, -1.351690, 1.026209], [1.410444, -0.205326, 0.728203], [2.788391, -0.041273, 0.150203], [0.558452, 0.836679, 0.701250], [0.756056, 2.033947, -0.085106], [2.723868, 0.166359, -0.918885], [3.368726, -0.951616, 0.285963], [3.307237, 0.789265, 0.628376], [-0.423826, 0.462472, 0.706829], [1.756365, 2.445304, 0.063729], [0.596008, 1.839844, -1.151813], [0.033965, 2.779374, 0.237860], [-2.822835, -0.252555, 0.073856], [-1.631236, -1.136825, -0.276870], [-1.102562, -0.801736, -1.569066], [-3.629512, -0.339718, -0.663698], [-2.534200, 0.800736, 0.091313], [-3.221433, -0.524196, 1.052160], [-1.987613, -2.178735, -0.307787], [-0.528959, -1.341202, 0.421970], [-1.802370, -0.890350, -2.229048]],
  "forces_ev_per_a": [[0.23, 0.18, -0.13], [1.17, 0.34, 0.84], [-0.31, -1.57, -1.15], [0.13, 0.17, 0.49], [-1.44, 0.00, 0.34], [0.03, -0.04, -0.19], [-0.10, 0.04, 0.02], [-0.04, 0.04, 0.06], [0.13, 0.01, -0.06], [1.26, 0.77, 0.16], [-0.11, -0.07, 0.01], [0.08, 0.08, 0.02], [0.01, 0.08, 0.01], [0.59, 0.10, 0.28], [1.61, -1.46, 0.52], [-0.03, 0.20, -0.24], [0.10, -0.13, 0.02], [-0.04, 0.11, 0.09], [-0.06, 0.05, 0.02], [-0.15, 0.04, -0.08], [-3.17, 1.04, -1.13], [0.10, 0.03, 0.10]],
  "nbo_charge": [0.3572, -0.7601, 0.4973, -0.6859, -0.6041, -0.4146, 0.2380, 0.2283, 0.2239, 0.4229, 0.2007, 0.1967, 0.2087, -0.6432, -0.2001, -0.7553, 0.1971, 0.1898, 0.2153, 0.1447, 0.2888, 0.4540],
  "lumo_ev": 0.969,
  "orbital_gap_ev": 9.2,
  "e_homo_ev": -8.28,
  "e_above_lowest_kcal_mol": 65.5
}

4.
{
  "formula": "C6H11N",
  "method": "ωB97M-V/def2-TZVPD",
  "elements": ["C", "C", "C", "N", "C", "C", "C", "H", "H", "H", "H", "H", "H", "H", "H", "H", "H", "H"],
  "coordinates": [[-1.867456, -2.211744, 0.458879], [-0.625118, -1.961955, 0.052480], [0.513137, -1.586305, 0.972556], [0.680928, -0.160786, 1.072240], [0.820933, 0.642035, -0.060578], [0.142454, 1.776397, -0.277876], [0.593319, 2.682900, -1.391538], [-2.113091, -2.793558, 1.338472], [-2.679515, -1.953444, -0.214956], [-0.394836, -1.903756, -1.009386], [0.352042, -2.021138, 1.962334], [1.456213, -2.080568, 0.710459], [0.121848, 0.304960, 1.771192], [1.295894, 0.114887, -0.883766], [-0.435517, 2.223791, 0.523574], [1.022573, 2.180823, -2.256862], [-0.218520, 3.332761, -1.717670], [1.334704, 3.414705, -1.049550]],
  "forces_ev_per_a": [[-0.11, -0.35, -0.83], [0.32, 0.20, 0.25], [0.36, -1.75, 0.29], [0.37, 0.89, 0.29], [-1.60, -1.27, -0.16], [1.74, 0.32, -0.09], [-0.45, 0.88, 0.11], [0.02, 0.96, 0.70], [-0.07, -0.86, -0.20], [-0.35, 0.91, 0.00], [-0.33, 0.41, 0.15], [0.06, 0.36, -0.51], [-0.15, -0.33, 0.09], [0.54, 0.38, 0.03], [-0.18, -0.08, -0.01], [-0.10, -0.23, 0.06], [-0.22, -0.20, -0.31], [0.15, -0.24, 0.13]],
  "nbo_charge": [-0.4017, -0.1786, -0.2655, -0.6020, 0.0113, -0.2874, -0.6291, 0.1979, 0.1976, 0.1942, 0.2076, 0.1929, 0.3739, 0.1800, 0.1892, 0.2092, 0.2057, 0.2047],
  "lumo_ev": 1.198,
  "orbital_gap_ev": 9.0,
  "e_homo_ev": -7.81,
  "e_above_lowest_kcal_mol": 53.9
}

5.
{
  "formula": "C13H17IMgN2O3S",
  "method": "ωB97M-V/def2-TZVPD",
  "elements": ["C", "C", "H", "H", "H", "H", "H", "H", "C", "C", "C", "C", "H", "H", "H", "H", "N", "C", "C", "N", "C", "C", "C", "H", "H", "C", "H", "H", "Mg", "I", "C", "S", "O", "O", "O", "H", "H", "H"],
  "coordinates": [[1.849866, -1.922961, 2.386003], [0.430873, -1.196176, 2.676883], [1.799673, -2.753291, 1.666603], [2.131310, -2.365714, 3.344420], [2.695972, -1.248055, 2.156583], [-0.369640, -1.311470, 1.924769], [0.013710, -1.710451, 3.546351], [0.549014, -0.149389, 2.972364], [0.360091, -2.333940, -1.842382], [-0.109383, -2.477897, -3.152380], [-1.212624, -1.724389, -3.549410], [-1.773467, -0.842823, -2.630130], [1.236192, -2.897179, -1.506051], [0.402285, -3.164903, -3.819963], [-1.632174, -1.811223, -4.547517], [-2.628132, -0.224065, -2.889132], [-0.151509, -1.461776, -0.961197], [-1.223901, -0.714674, -1.342158], [-1.786253, 0.250287, -0.367574], [-1.113379, 0.433553, 0.780813], [-1.493407, 1.361536, 1.655131], [-3.435900, 1.878717, 0.347089], [-2.681730, 2.083691, 1.505577], [-0.837264, 1.539154, 2.510735], [-2.968288, 2.776459, 2.289504], [-2.975526, 0.971912, -0.602440], [-3.518550, 0.783532, -1.524668], [-4.364372, 2.417665, 0.183965], [1.165688, -0.818479, 0.824414], [3.609597, -1.410981, -0.690368], [3.093324, 2.563031, -0.366794], [1.428917, 1.990747, -0.015033], [0.639498, 3.142335, 0.384179], [0.971541, 1.261140, -1.200775], [1.688805, 1.055676, 1.149821], [3.092802, 3.011996, -1.362973], [3.775232, 1.704973, -0.323687], [3.341109, 3.313431, 0.389430]],
  "forces_ev_per_a": [[-0.32, -0.44, 2.33], [0.07, -1.58, 2.18], [0.04, 0.26, 0.08], [0.02, -0.02, -0.30], [-0.42, -0.22, -0.13], [0.35, 0.06, 0.30], [0.06, 0.11, -0.19], [0.06, -0.17, -0.34], [0.06, 0.18, -0.26], [-0.19, 0.13, 0.40], [0.29, -0.01, 0.44], [0.18, 0.08, 0.60], [-0.36, 0.23, -0.15], [-0.17, 0.11, 0.10], [0.12, 0.02, 0.13], [0.27, -0.24, -0.14], [-0.49, 0.11, -0.05], [0.42, -0.73, -0.62], [-0.74, 0.93, 0.92], [0.34, -0.15, -0.65], [-0.73, -0.04, -0.25], [0.39, -0.18, 0.29], [0.34, -0.26, -0.23], [-0.20, -0.12, -0.26], [-0.07, 0.02, -0.25], [0.53, -0.47, -0.11], [-0.06, 0.27, 0.32], [0.14, -0.07, 0.02], [0.20, 2.22, -4.64], [-0.28, -0.13, 0.23], [-0.28, 0.04, 0.02], [0.98, 0.53, -0.46], [0.14, -0.59, -0.10], [0.05, 0.19, 0.93], [-0.48, -0.03, -0.14], [-0.01, -0.06, 0.17], [-0.27, 0.22, -0.07], [0.01, -0.18, -0.13]],
  "nbo_charge": [-0.7923, -0.7792, 0.2501, 0.2781, 0.2752, 0.2427, 0.2681, 0.2681, 0.0729, -0.2480, -0.1397, -0.2234, 0.2346, 0.2339, 0.2261, 0.2186, -0.5595, 0.2065, 0.1767, -0.5205, 0.0876, -0.1549, -0.2374, 0.2075, 0.2279, -0.2152, 0.2145, 0.2253, 1.7179, -0.8350, -0.8860, 2.3869, -0.9832, -1.0056, -1.1691, 0.2371, 0.2597, 0.2329],
  "lumo_ev": -0.479,
  "orbital_gap_ev": 7.3,
  "e_homo_ev": -7.76,
  "e_above_lowest_kcal_mol": 33.7
}